Record 1
DFT (ωB97M-V with the def2-TZVPD basis set) results for 2 unconnected molecules or ions with the total composition C5H10O2.

Output
2S+1	1
E_HOMO	-9.07	eV
net charge	0
relative energy (zero: lowest compared OMol25 entry of this formula, charge and spin)	57.94	kcal per mole
SMILES	C=COC.CC=O

Each atom is followed by the atoms it is bonded to, with distances in Å.
Positions of all 17 atoms, in Å:
1 C -0.037 1.053 0.879  C2 1.334, O8 1.352, H14 1.086
2 C -0.426 -0.136 1.344  C1 1.334, H11 1.084, H15 1.084
3 H -2.362 0.850 -0.366  C4 1.098
4 C -2.177 1.756 0.226  H3 1.098, O8 1.410, H12 1.097, H16 1.091
5 H 1.243 -2.645 -0.548  C13 1.092
6 C 2.105 -0.702 -0.791  H10 1.112, C13 1.502, O17 1.209
7 H 1.672 -2.217 -2.234  C13 1.097
8 O -0.795 2.023 0.321  C1 1.352, C4 1.410
9 H 0.246 -1.486 -1.484  C13 1.096
10 H 2.094 0.204 -1.436  C6 1.112
11 H -1.455 -0.478 1.345  C2 1.084
12 H -2.621 1.632 1.222  C4 1.097
13 C 1.263 -1.842 -1.287  H5 1.092, C6 1.502, H7 1.097, H9 1.096
14 H 1.004 1.362 0.909  C1 1.086
15 H 0.328 -0.794 1.762  C2 1.084
16 H -2.626 2.617 -0.271  C4 1.091
17 O 2.756 -0.721 0.227  C6 1.209

Record 2
DFT (ωB97M-V with the def2-TZVPD basis set) results for C5H10O2 in the gas phase at a distorted geometry.

Output
2S+1	1
E_HOMO	-8.89	eV
net charge	0
relative energy (zero: lowest compared OMol25 entry of this formula, charge and spin)	91.87	kcal per mole
SMILES	C=C(CO)OCC

Each atom is followed by the atoms it is bonded to, with distances in Å.
Positions of all 17 atoms, in Å:
1 H 0.885 -0.866 -2.283  C11 1.089
2 H -2.176 2.198 0.637  C10 1.079
3 O -0.671 0.526 -0.671  C7 1.362, C17 1.405
4 H 1.628 1.302 1.426  C13 1.100
5 H 0.059 -2.423 -2.044  C11 1.089
6 H -0.769 -1.069 -2.826  C11 1.088
7 C -0.359 1.155 0.497  O3 1.362, C10 1.325, C13 1.756
8 H 2.196 -0.650 0.232  O12 0.967
9 H 0.594 0.286 2.340  C13 1.089
10 C -1.218 1.979 1.081  H2 1.079, C7 1.325, H16 1.076
11 C -0.065 -1.342 -2.042  H1 1.089, H5 1.089, H6 1.088, C17 1.512
12 O 1.893 -0.660 1.150  H8 0.967, C13 1.411
13 C 0.992 0.409 1.334  H4 1.100, C7 1.756, H9 1.089, O12 1.411
14 H -1.532 -1.327 -0.410  C17 1.096
15 H 0.123 -1.051 0.232  C17 1.176
16 H -1.002 2.407 2.044  C10 1.076
17 C -0.575 -0.876 -0.698  O3 1.405, C11 1.512, H14 1.096, H15 1.176

Record 3
DFT (ωB97M-V with the def2-TZVPD basis set) results for 2 unconnected molecules or ions with the total composition C5H10O2 at a distorted geometry.

Output
2S+1	1
E_HOMO	-8.29	eV
net charge	0
relative energy (zero: lowest compared OMol25 entry of this formula, charge and spin)	56.79	kcal per mole
SMILES	C/C=C/C=C/O.O

Each atom is followed by the atoms it is bonded to, with distances in Å.
Positions of all 17 atoms, in Å:
1 H 3.182 0.807 -0.072  C15 1.095
2 C -1.580 0.098 0.172  O7 1.380, C9 1.343, H17 1.078
3 H 0.853 1.181 0.796  C5 1.084
4 H 3.283 0.320 1.707  C15 1.084
5 C 1.326 0.211 0.698  H3 1.084, C11 1.346, C15 1.515
6 H -0.892 0.818 -2.692  O14 0.966
7 O -2.958 0.169 0.182  C2 1.380, H12 0.963
8 H -2.351 0.946 -2.165  O14 0.935
9 C -0.866 -0.952 0.610  C2 1.343, C11 1.448, H16 1.081
10 H 3.083 -0.845 0.351  C15 1.093
11 C 0.580 -0.910 0.665  C5 1.346, C9 1.448, H13 1.085
12 H -3.308 -0.720 0.301  O7 0.963
13 H 1.150 -1.833 0.691  C11 1.085
14 O -1.690 1.361 -2.680  H6 0.966, H8 0.935
15 C 2.839 0.149 0.733  H1 1.095, H4 1.084, C5 1.515, H10 1.093
16 H -1.399 -1.786 1.044  C9 1.081
17 H -1.251 0.987 -0.341  C2 1.078

Number 1: gap between HOMO and LUMO 9.991 eV. Number 2: gap between HOMO and LUMO 9.693 eV. Number 3: gap between HOMO and LUMO 9.051 eV.